(1)
Computed, not measured: C43H42P2Sn as an isolated structure at a distorted geometry, with the ωB97M-V functional and the def2-TZVPD basis.

```
! wB97M-V def2-TZVPD RIJCOSX def2/J DEFGRID3
* xyz 0 1
C -1.9923 1.4719 -3.5077
C 4.6239 -3.3387 1.3933
H -1.7679 2.0950 0.4841
H -0.6086 -1.7102 -3.4300
H 0.8510 -0.7122 4.8605
C -0.2102 -1.0581 -0.4116
H 2.5640 -2.7855 1.0371
H -2.6179 -2.0172 2.8702
C 4.0290 3.8499 -1.7558
C -0.1517 -0.5140 6.7808
C -0.7813 -0.7718 -3.9813
C 1.1758 -0.8736 -0.4903
H -0.5891 -1.8659 -1.0819
C -1.3399 -0.1260 7.4269
C -0.0804 2.9020 -4.6021
C 3.6099 -2.4845 0.9599
C 2.0098 0.4582 1.9007
C 3.1586 2.6990 0.1673
H 1.5936 -1.6078 -1.2172
C -5.2776 0.8323 -0.6368
C 5.9660 -2.9587 1.2600
C 3.5055 3.8870 -0.4625
C -1.1364 -0.1141 2.0474
H 1.3161 -1.0937 -4.4360
C -2.7259 1.7312 0.0781
C -2.9321 -2.6821 2.0620
C 3.9371 -1.2163 0.4358
H 2.8213 0.3493 2.6162
C 1.1224 0.8354 -3.5261
P -1.6867 -0.8007 0.5975
H 0.5489 0.0617 -5.4908
H -3.3489 0.6692 7.1798
H 4.6529 2.6134 -3.4396
C -3.6874 -3.8272 2.3153
H 4.0549 0.4905 -2.3016
H -0.2500 3.8735 -4.1094
C -3.6657 -4.3583 -0.0481
C -2.9831 0.3447 0.0296
C 4.2416 2.6364 -2.4272
C 6.2953 -1.7207 0.6845
H -3.4197 3.6612 -0.5596
H -3.9860 -4.0575 3.3316
H 1.8719 0.4912 -2.8148
H 4.3668 -4.2963 1.8514
H -5.7489 2.8836 -1.0057
C -1.0977 0.0195 3.2646
C 3.8789 1.4411 -1.7987
H 0.6945 -0.9026 7.3468
C -1.4407 2.1552 -4.7487
H 3.3541 4.8305 0.0649
C -4.0439 -4.6669 1.2516
H 5.5431 0.1060 -0.1873
H 7.3404 -1.4269 0.5834
H -4.6139 -5.5726 1.4545
H -1.3708 -1.0540 -4.8769
H 1.7431 2.8973 -3.3430
C 0.5952 -0.2446 -4.4242
C -4.2759 -0.0895 -0.3238
C 0.9587 2.2324 -3.7252
C -2.5650 -2.3671 0.7548
H -6.2807 0.4622 -0.8387
H -1.3594 1.4313 -5.5754
H 6.7548 -3.6041 1.6446
H -2.9578 1.8545 -3.1509
H -3.1526 0.8603 4.6951
H 0.2995 3.1413 -5.6086
H -2.5950 -2.9787 -1.3465
C -2.3271 0.4899 5.3078
H 2.8266 2.7229 1.1988
H -2.1661 2.9203 -5.0919
P 2.5903 -0.0159 0.2668
Sn -0.3802 1.7795 -2.0500
H 4.2563 4.7834 -2.2677
C -2.4259 0.3694 6.6856
C -3.6848 2.6180 -0.4142
H -1.4098 -0.1834 8.5127
H 1.6263 1.4979 1.9364
H -3.9564 -5.0101 -0.8750
C 5.2871 -0.8532 0.2642
C 3.2768 1.4726 -0.5201
C -4.9746 2.1854 -0.7178
C -1.6332 0.1371 -3.1337
C -1.1428 0.0822 4.6714
H -2.2446 -0.3730 -2.3805
H -4.4803 -1.1655 -0.3679
H 1.1801 -0.2088 2.1514
C -2.9089 -3.2174 -0.3254
C -0.0462 -0.4015 5.4028
*
```

Summary:
Energy relative to the best compared isomer or geometry (same formula, charge and spin) ... 81.4 kcal/mol
Max |F| ... 5.3 eV Å⁻¹
Kohn-Sham gap (spin up / spin down) ... 4.16 / 4.05 eV
E_LUMO (spin up / spin down) ... 0.1 / 0.1 eV

Here are the Mulliken charges for atoms 1 to 4, given in e: number 1, C, carries -0.0131; number 2, C, carries -0.5774; number 3, H, carries 0.4501; number 4, H, carries 0.2278



(2)
Computed, not measured: an isolated ion of composition C7H8N2OP and charge +1 at a distorted geometry, with the ωB97M-V functional and the def2-TZVPD basis.

```
! wB97M-V def2-TZVPD RIJCOSX def2/J DEFGRID3
* xyz 1 1
H -0.6153 2.5004 -0.0596
H -1.4931 -1.8385 -0.3491
C 1.6013 -0.0674 -0.3611
H 1.7112 1.9874 -0.4852
C -0.2553 1.4401 -0.2743
H 4.2711 0.3695 1.6262
C -3.5490 -0.1892 0.1593
H -4.4925 0.2102 -0.3164
C -0.6808 -0.9763 -0.2189
C -1.1919 0.3038 -0.1277
H 1.1095 -2.2227 -0.3807
H -3.7588 -0.0358 1.2860
N 2.8973 -0.2138 -0.1020
N 3.7769 -1.1300 0.0146
H -3.1743 -1.2418 0.0038
O -2.4307 0.6282 -0.0193
C 0.6763 -1.1602 -0.3742
P 4.5408 0.4028 0.2988
C 1.0571 1.2333 -0.3203
*
```

Summary:
Energy relative to the best compared isomer or geometry (same formula, charge and spin) ... 0.0 kcal/mol
SMILES string ... COc1ccc([N+]2=[PH]=N2)cc1
Max |F| ... 3.3 eV Å⁻¹
Kohn-Sham gap (spin up / spin down) ... 7.20 / 7.20 eV
E_LUMO (spin up / spin down) ... -5.5 / -5.5 eV

Here are the Mulliken charges for atoms 1 to 4, given in e: number 1, H, carries 0.3230; number 2, H, carries 0.0948; number 3, C, carries 0.6674; number 4, H, carries 0.5121



(3)
Computed, not measured: a 2-piece molecular cluster, C5H11O2 overall at a distorted geometry, with the ωB97M-V functional and the def2-TZVPD basis.

```
! wB97M-V def2-TZVPD RIJCOSX def2/J DEFGRID3
* xyz -1 1
H -1.2066 1.0688 1.8850
C 0.7990 0.7572 1.0008
H 1.6682 0.7879 1.6669
H -0.8968 -1.8861 -2.3152
H -0.0368 2.4450 2.1530
C -0.3427 1.6266 1.5116
C 0.0647 -2.2541 -0.4096
H 0.7688 -2.0831 -2.4171
H 1.0915 -2.3681 -0.0565
H -0.3770 -1.5779 0.2877
H 0.7020 -0.2958 0.7865
C 0.0222 -1.6028 -1.7785
H 1.1385 1.1764 0.0496
H -0.0819 -0.5310 -1.8841
C -0.9041 2.4552 0.2604
H -0.4016 -3.2385 -0.4107
O -1.2067 1.8300 -0.7719
O -0.8007 3.6904 0.4422
*
```

Summary:
Energy relative to the best compared isomer or geometry (same formula, charge and spin) ... 19.6 kcal/mol
Max |F| ... 2.2 eV Å⁻¹
Kohn-Sham gap ... 7.47 eV
E_LUMO ... 3.8 eV

Here are the Mulliken charges for atoms 1 to 4, given in e: number 1, H, carries 0.2583; number 2, C, carries -0.6438; number 3, H, carries 0.3025; number 4, H, carries 0.2751



(4)
Computed, not measured: the molecule C6H6OS at a distorted geometry, with the ωB97M-V functional and the def2-TZVPD basis.

```
! wB97M-V def2-TZVPD RIJCOSX def2/J DEFGRID3
* xyz 0 1
C 1.1534 -1.7678 -0.1016
C -2.3095 0.2233 0.1164
O 2.5695 -1.4915 0.3294
C -1.8842 1.5028 0.1054
H -2.6620 2.3964 0.0165
H 3.0630 -1.0909 -0.4418
H -0.1985 2.8258 0.2663
C -0.4381 1.7438 0.0962
C 0.3194 -0.6237 -0.1583
S -3.3030 -0.9621 0.2447
C 0.4950 0.7404 0.0227
H 1.1432 -2.0982 -1.1248
H 1.4802 1.1237 0.1040
H 0.5715 -2.5220 0.5248
*
```

Summary:
Energy relative to the best compared isomer or geometry (same formula, charge and spin) ... 119.4 kcal/mol
Max |F| ... 3.9 eV Å⁻¹
Kohn-Sham gap (spin up / spin down) ... 6.44 / 6.18 eV
E_LUMO (spin up / spin down) ... -1.1 / -1.1 eV

Here are the Mulliken charges for atoms 1 to 4, given in e: number 1, C, carries -0.4280; number 2, C, carries -0.0498; number 3, O, carries -0.5393; number 4, C, carries 0.0792



(5)
Computed, not measured: a 6-piece molecular cluster, C8H28N8O8 overall at a distorted geometry, with the ωB97M-V functional and the def2-TZVPD basis.

```
! wB97M-V def2-TZVPD RIJCOSX def2/J DEFGRID3
* xyz 0 1
H 7.3480 -0.3697 4.0876
H -0.8874 1.9809 -3.8065
H -6.6937 1.8185 -1.6362
H -2.0661 -1.6100 3.1841
H -7.6945 4.9024 -3.8283
H 6.2841 -1.3791 2.6090
N 6.5897 0.2773 3.9246
C -1.4462 9.0111 -1.0563
N -1.0036 7.8980 -0.5335
H 4.4875 -9.8533 2.8255
H -8.9035 3.7510 -3.2728
O 4.4167 -8.9081 2.9779
H -8.3175 1.9875 -2.2781
H 4.4213 -6.0679 3.3999
H -2.7516 -4.2768 1.2279
H 5.2327 -6.9759 1.3793
C 3.6278 -8.2739 1.9875
C -0.1600 0.5527 -2.7535
N -7.9418 4.0515 -3.3437
H 3.8064 -8.9354 1.1398
H 2.5752 -8.2401 2.2687
N -3.2876 -3.4265 1.1286
H -3.1979 8.1241 -1.4309
O -5.9993 4.0912 -2.2586
N -7.4250 2.3914 -2.0324
H -4.1683 -3.5416 0.6478
C 0.7526 -0.6179 -2.9624
C -7.0953 3.5979 -2.4545
H 3.7357 -6.6255 0.6515
H 2.2083 0.4597 -3.4480
O -0.1184 1.4103 -3.8743
H 6.4416 1.0192 4.5937
O -3.7816 -1.3843 1.9399
H -1.2235 -3.0880 2.4211
H 0.5802 -1.2904 -2.1221
O 6.3600 1.6856 2.1872
H -3.0431 9.9066 -1.5726
C 6.4549 0.5799 2.6707
C -3.0483 -2.3670 1.9169
N -1.9592 -2.4155 2.5843
O 3.8461 -5.9272 2.6443
N 6.4835 -0.5809 2.0231
H 0.5207 -1.0648 -3.9291
H -1.1810 6.9604 -0.8644
N -2.6646 8.9818 -1.4255
H 0.0372 1.0943 -1.8284
O -0.9310 10.0793 -0.9339
C 4.1684 -6.9196 1.6077
H -0.1372 8.0759 -0.0458
H 5.8539 -0.4663 1.2417
H -1.2046 0.2609 -2.6443
O 2.0992 -0.3437 -2.9340
*
```

Summary:
Energy relative to the best compared isomer or geometry (same formula, charge and spin) ... 88.5 kcal/mol
SMILES string ... NC(N)=O.NC(N)=O.NC(N)=O.NC(N)=O.OCCO.OCCO
Max |F| ... 6.0 eV Å⁻¹
Kohn-Sham gap ... 9.73 eV
E_LUMO ... 0.2 eV

Here are the Mulliken charges for atoms 1 to 4, given in e: number 1, H, carries 0.2312; number 2, H, carries 0.3035; number 3, H, carries 0.2186; number 4, H, carries 0.2447



(6)
Computed, not measured: a 10-piece molecular cluster, C16H52N10O10 overall at a distorted geometry, with the ωB97M-V functional and the def2-TZVPD basis.

```
! wB97M-V def2-TZVPD RIJCOSX def2/J DEFGRID3
* xyz 0 1
C 0.9682 -1.1474 -2.0321
O -1.0958 0.6506 0.3889
H -0.5928 2.6766 1.9959
H -1.2158 -0.3404 1.9449
C 3.9702 1.2296 -0.3271
H -0.5178 -5.0344 2.7139
O 1.1402 -1.7584 -0.8141
N -0.2058 3.8066 -1.6861
H 5.8052 -1.4374 2.9279
H -2.8498 1.8716 -1.5691
H -5.0898 -2.3534 -1.2581
H -4.5608 1.6556 -0.2531
H 0.3942 0.5746 -1.3511
C -3.4118 -1.5644 -0.3231
O 5.7232 -0.4964 2.9909
H -2.1448 2.1296 2.1919
H -1.4538 -3.5634 2.8539
H -1.4318 -4.3734 1.2999
H 1.3082 -3.3114 0.1699
C 4.3552 -0.2964 3.0959
N -3.5908 1.9896 -0.2321
C 0.4772 -3.3774 1.7649
C 0.7522 0.1246 1.9239
H 3.6542 -1.6904 -1.1481
H -4.3558 4.9496 -0.4941
N -2.5048 2.4286 -4.6371
H -0.0308 0.2716 -2.9071
H -3.4078 -0.6704 -0.9471
N -4.4208 3.9476 -0.5841
O -2.1868 3.8046 0.2409
C -0.6868 0.5226 1.5789
H 0.6952 -1.1634 -3.9721
H 3.8722 -0.9974 3.7339
N 0.6012 0.0716 -2.1651
O 5.1772 -1.3684 0.2589
H -3.5038 -0.6884 1.7689
C -4.1738 -2.7024 -1.0041
H -1.9658 -2.5214 -0.7281
H 1.7212 2.1606 0.0269
H 0.2082 -2.3994 1.3689
H -3.1228 2.3646 -5.4741
H 4.0892 0.7256 3.4509
H 2.3082 0.7286 -1.4231
C -1.1338 1.8156 2.3369
H -2.8498 1.4546 0.2849
N 1.2102 -1.5814 -3.2041
H 5.8432 1.0706 -1.2271
H 1.1872 -0.4364 1.0379
H 1.5702 -2.5224 -3.2331
H -5.0848 -0.6794 0.8699
H 3.1432 -2.0664 0.5029
O 1.1992 -3.9424 0.8709
H -4.4468 -2.1004 1.5249
C -4.1278 -1.1994 1.0359
H 1.6202 -3.9964 3.5129
H -0.9858 3.7826 -1.0351
H -1.5248 2.6926 -2.4341
H 4.2162 -3.1544 -0.3541
H -3.5918 -3.0274 -1.9051
H 2.3472 -2.7084 2.7289
H -1.4038 -0.2184 0.1449
H -0.0708 2.1776 0.2299
N 3.3212 0.9166 -1.3871
C 0.9052 3.3496 -1.2391
H -5.1828 3.5176 -1.0671
O 2.1452 3.7936 -1.7201
H 5.1172 -0.4194 0.0019
C -3.4088 3.2906 -0.1271
N 5.2772 1.1966 -0.3651
H 3.8832 -0.4764 2.1559
O 3.2552 1.5826 0.8399
C 4.0012 -2.1034 -0.1971
O -2.2148 -1.7774 -0.1251
C -2.9828 1.7786 -3.6041
H 1.2372 1.0716 2.1999
N -2.2818 1.9666 -2.4971
N 0.7892 2.4706 -0.3171
C -0.8098 -4.1204 2.1529
H 3.7862 0.5166 -2.2491
C 1.3522 -3.0724 3.0029
O -4.2188 1.0846 -3.6821
H 0.8902 -2.4384 3.7289
H 5.8512 1.5456 0.4969
H -4.2148 -3.4974 -0.2551
H -1.8408 3.0966 -4.6301
H -0.1488 4.6406 -2.3361
H 0.7222 -0.4654 2.7819
H -1.0478 1.7636 3.3869
*
```

Summary:
Energy relative to the best compared isomer or geometry (same formula, charge and spin) ... 232.6 kcal/mol
SMILES string ... NC(N)=O.NC(N)=O.NC(N)=O.NC(N)=O.NC(N)=O.CC(C)O.CC(C)O.CC(C)O.CO.CO
Max |F| ... 11.5 eV Å⁻¹
Kohn-Sham gap ... 8.49 eV
E_LUMO ... -0.1 eV

Here are the Mulliken charges for atoms 1 to 4, given in e: number 1, C, carries -0.2177; number 2, O, carries 3.5792; number 3, H, carries 0.4255; number 4, H, carries 0.6160